one) C72H189N15O21 | the ωB97M-V functional and the def2-TZVPD basis

ORCA input file:
```
! wB97M-V def2-TZVPD RIJCOSX def2/J DEFGRID3
* xyz 0 1
C -20.21 -12.58 12.86
C -19.95 -11.92 14.25
C -19.38 -10.53 14.13
O -18.11 -10.67 13.48
C -17.42 -9.44 13.14
N -21.28 -11.83 14.86
H -19.26 -12.68 12.34
H -21.00 -12.15 12.23
H -20.43 -13.63 13.00
H -19.24 -12.50 14.83
H -19.24 -10.18 15.15
H -20.00 -9.89 13.51
H -17.88 -8.98 12.26
H -16.40 -9.63 12.82
H -17.43 -8.67 13.92
H -22.01 -11.62 14.19
H -21.53 -12.77 15.15
C -17.59 2.10 12.31
C -19.05 1.88 12.02
C -20.07 2.43 13.06
O -20.03 1.69 14.25
C -20.81 2.24 15.29
N -19.31 2.29 10.69
H -17.51 3.15 12.62
H -17.03 1.97 11.39
H -17.14 1.44 13.06
H -19.23 0.80 12.04
H -21.02 2.55 12.55
H -19.74 3.44 13.31
H -20.69 1.67 16.22
H -21.88 2.19 15.09
H -20.54 3.27 15.50
H -18.63 1.80 10.12
H -20.17 1.86 10.40
C -16.90 0.25 15.70
C -17.55 -0.87 14.87
C -17.29 -2.31 15.40
O -15.91 -2.56 15.47
C -15.58 -3.98 15.58
N -19.01 -0.69 14.90
H -15.83 0.32 15.54
H -17.15 0.19 16.76
H -17.39 1.12 15.27
H -17.22 -0.73 13.84
H -17.77 -2.96 14.67
H -17.76 -2.52 16.37
H -15.79 -4.30 14.56
H -16.09 -4.51 16.38
H -14.53 -3.94 15.86
H -19.26 0.28 14.74
H -19.33 -0.93 15.82
C -19.28 0.31 18.78
C -20.65 -0.38 18.47
C -20.65 -1.93 18.84
O -19.88 -2.63 17.92
C -20.09 -4.03 17.87
N -21.56 0.40 19.30
H -18.97 0.37 19.82
H -19.19 1.31 18.37
H -18.48 -0.31 18.38
H -20.85 -0.23 17.41
H -21.69 -2.27 18.84
H -20.31 -2.13 19.85
H -19.19 -4.56 17.57
H -20.88 -4.31 17.18
H -20.51 -4.39 18.81
H -21.69 1.34 18.96
H -21.26 0.46 20.26
C -18.49 -4.09 11.58
C -19.81 -3.58 12.09
C -20.19 -4.20 13.47
O -20.22 -5.60 13.26
C -20.03 -6.32 14.46
N -19.60 -2.14 12.19
H -18.10 -3.48 10.76
H -18.66 -5.11 11.24
H -17.68 -4.00 12.31
H -20.65 -3.78 11.41
H -21.13 -3.79 13.83
H -19.52 -3.93 14.28
H -20.83 -6.13 15.17
H -19.02 -6.05 14.78
H -20.00 -7.41 14.39
H -20.53 -1.77 12.21
H -19.16 -2.01 13.09
C -22.59 -4.90 9.87
C -23.41 -4.16 10.98
C -24.92 -4.02 10.57
O -25.00 -3.45 9.22
C -26.35 -3.17 8.92
N -23.32 -4.86 12.21
H -22.51 -4.28 8.98
H -23.03 -5.86 9.60
H -21.56 -5.07 10.19
H -23.05 -3.14 11.12
H -25.40 -3.40 11.33
H -25.38 -5.00 10.71
H -26.84 -2.51 9.63
H -26.96 -4.06 8.76
H -26.32 -2.54 8.03
H -23.76 -5.76 12.35
H -22.36 -5.02 12.49
C -22.98 -8.11 13.86
C -23.91 -8.57 12.74
C -24.66 -9.89 13.05
O -23.79 -10.95 13.35
C -24.38 -12.23 13.38
N -24.76 -7.41 12.62
H -23.41 -8.12 14.86
H -22.52 -7.13 13.75
H -22.15 -8.80 14.01
H -23.36 -8.67 11.80
H -25.43 -10.04 12.29
H -25.18 -9.63 13.97
H -23.56 -12.94 13.31
H -25.02 -12.45 12.53
H -24.85 -12.44 14.34
H -25.16 -7.19 13.52
H -25.60 -7.72 12.15
C -22.77 -1.25 15.59
C -22.94 -1.07 14.04
C -24.30 -0.44 13.59
O -25.36 -1.42 13.90
C -26.58 -1.02 13.39
N -21.78 -0.35 13.44
H -22.85 -0.37 16.23
H -21.76 -1.66 15.72
H -23.39 -2.02 16.05
H -22.95 -2.10 13.69
H -24.36 -0.27 12.52
H -24.54 0.52 14.04
H -27.46 -1.58 13.71
H -26.40 -1.17 12.32
H -26.77 0.05 13.47
H -21.71 0.61 13.76
H -20.94 -0.81 13.75
C -13.97 -7.15 15.51
C -13.32 -7.90 14.28
C -13.65 -7.11 12.95
O -14.96 -7.06 12.61
C -15.25 -6.19 11.51
N -11.93 -7.90 14.45
H -15.05 -7.09 15.37
H -13.44 -6.21 15.61
H -13.80 -7.65 16.46
H -13.69 -8.92 14.21
H -13.15 -7.63 12.13
H -13.21 -6.11 12.98
H -16.34 -6.10 11.49
H -14.93 -6.58 10.55
H -14.83 -5.18 11.51
H -11.62 -6.97 14.70
H -11.72 -8.45 15.28
C -13.02 -0.70 7.19
O -13.84 -0.92 8.29
C -14.06 -2.27 8.51
C -14.75 -2.51 9.91
N -13.86 -1.96 10.91
C -14.46 -1.97 12.23
C -13.73 -1.04 13.18
O -14.23 0.26 12.91
C -13.67 1.19 13.76
H -12.06 -1.22 7.16
H -12.82 0.37 7.21
H -13.70 -0.93 6.37
H -13.19 -2.91 8.39
H -14.80 -2.63 7.79
H -14.85 -3.58 10.08
H -15.73 -2.04 9.78
H -13.65 -0.99 10.72
H -14.49 -2.92 12.77
H -15.51 -1.72 12.19
H -12.66 -1.22 13.07
H -13.87 -1.36 14.21
H -12.61 1.29 13.51
H -13.70 1.00 14.83
H -14.23 2.12 13.67
C -20.19 -7.78 11.21
O -19.59 -8.29 10.05
C -20.41 -9.31 9.38
C -21.08 -8.75 8.12
N -21.72 -9.98 7.46
C -22.38 -9.64 6.17
C -23.10 -10.86 5.67
O -22.19 -11.97 5.31
C -22.92 -13.03 4.73
H -20.49 -8.53 11.94
H -21.04 -7.13 11.00
H -19.45 -7.21 11.76
H -21.14 -9.85 9.98
H -19.73 -10.12 9.10
H -20.31 -8.18 7.60
H -21.86 -8.03 8.34
H -21.10 -10.77 7.40
H -21.69 -9.27 5.42
H -23.15 -8.88 6.31
H -23.54 -10.66 4.70
H -23.94 -11.16 6.29
H -23.64 -13.57 5.35
H -22.16 -13.80 4.58
H -23.48 -12.82 3.81
C -16.52 1.88 7.54
O -17.61 0.95 7.54
C -17.37 -0.34 7.96
C -18.55 -1.27 7.54
N -19.87 -0.69 7.88
C -20.22 -0.94 9.26
C -21.59 -0.40 9.60
O -21.58 1.01 9.70
C -22.89 1.67 9.73
H -16.85 2.84 7.15
H -15.74 1.55 6.86
H -16.16 2.03 8.56
H -17.25 -0.31 9.04
H -16.43 -0.72 7.55
H -18.51 -2.15 8.19
H -18.35 -1.59 6.52
H -19.81 0.31 7.74
H -19.52 -0.45 9.94
H -20.18 -2.02 9.42
H -21.80 -0.76 10.61
H -22.40 -0.81 9.00
H -23.45 1.44 8.83
H -22.79 2.75 9.81
H -23.48 1.27 10.55
C -20.78 -8.11 17.64
O -19.53 -7.63 17.19
C -18.40 -8.28 17.72
C -17.57 -7.25 18.48
N -16.21 -7.70 18.86
C -15.45 -6.75 19.65
C -13.96 -7.22 19.81
O -13.35 -6.44 20.79
C -12.01 -6.90 21.00
H -20.72 -8.03 18.72
H -21.03 -9.14 17.40
H -21.60 -7.52 17.24
H -17.88 -8.74 16.88
H -18.67 -9.11 18.36
H -18.04 -6.89 19.40
H -17.56 -6.40 17.81
H -16.24 -8.55 19.39
H -15.94 -6.66 20.61
H -15.36 -5.78 19.15
H -13.44 -7.11 18.85
H -14.08 -8.23 20.19
H -11.44 -6.62 20.11
H -11.89 -7.95 21.24
H -11.53 -6.34 21.80
C -23.76 -4.87 17.47
O -24.93 -4.79 16.71
C -24.78 -4.73 15.26
C -26.15 -4.67 14.53
N -26.66 -5.98 14.53
C -27.93 -6.05 13.88
C -28.38 -7.56 13.83
O -27.64 -8.33 12.90
C -28.09 -8.06 11.54
H -23.26 -3.90 17.53
H -22.96 -5.46 17.02
H -23.96 -5.17 18.50
H -24.21 -5.62 14.98
H -24.14 -3.93 14.88
H -25.98 -4.32 13.51
H -26.84 -3.97 15.01
H -26.78 -6.34 15.46
H -27.87 -5.55 12.91
H -28.63 -5.48 14.50
H -29.47 -7.61 13.85
H -28.17 -7.92 14.83
H -29.18 -8.01 11.49
H -27.72 -8.84 10.87
H -27.69 -7.10 11.24
C -14.90 -6.37 4.29
O -14.80 -5.36 5.29
C -14.45 -5.85 6.61
C -15.63 -6.58 7.30
N -16.78 -5.65 7.38
C -18.01 -6.43 7.77
C -19.20 -5.55 7.61
O -19.66 -5.41 6.27
C -20.88 -4.64 6.31
H -15.08 -5.92 3.31
H -15.74 -7.03 4.50
H -14.00 -6.98 4.26
H -14.11 -5.05 7.25
H -13.60 -6.53 6.65
H -15.31 -6.95 8.28
H -15.85 -7.41 6.64
H -16.92 -5.34 6.44
H -17.86 -6.74 8.81
H -18.18 -7.35 7.20
H -18.99 -4.62 8.15
H -20.04 -5.95 8.19
H -20.62 -3.65 6.69
H -21.63 -5.03 6.99
H -21.25 -4.57 5.29
*
```

## Properties
HOMO ... -8.07 eV



two) C72H189N15O21 | the ωB97M-V functional and the def2-TZVPD basis

ORCA input file:
```
! wB97M-V def2-TZVPD RIJCOSX def2/J DEFGRID3
* xyz 0 1
C 7.73 -4.19 8.74
O 7.28 -3.34 7.67
C 7.54 -3.91 6.36
C 6.72 -3.15 5.32
N 5.29 -3.34 5.59
C 4.50 -2.62 4.58
C 3.07 -3.17 4.59
O 2.44 -2.45 3.53
C 1.17 -2.84 3.22
H 7.96 -3.64 9.66
H 8.53 -4.82 8.48
H 6.87 -4.80 9.00
H 7.24 -4.99 6.42
H 8.61 -3.72 6.08
H 6.96 -3.48 4.32
H 7.03 -2.04 5.39
H 5.10 -3.08 6.55
H 4.91 -2.72 3.56
H 4.36 -1.54 4.77
H 2.49 -3.02 5.51
H 3.02 -4.23 4.32
H 1.20 -3.78 2.69
H 0.70 -1.99 2.65
H 0.55 -3.01 4.15
C 4.00 3.52 -7.12
O 3.84 4.69 -6.46
C 5.00 5.28 -5.85
C 4.84 5.53 -4.39
N 3.53 6.09 -4.05
C 3.10 6.12 -2.68
C 1.62 6.29 -2.58
O 1.06 5.02 -2.83
C -0.35 5.05 -2.94
H 4.05 2.66 -6.48
H 4.88 3.42 -7.73
H 3.10 3.31 -7.72
H 5.16 6.27 -6.24
H 5.89 4.76 -6.11
H 5.61 6.29 -4.11
H 5.07 4.68 -3.78
H 2.84 5.55 -4.53
H 3.59 6.87 -2.10
H 3.37 5.22 -2.16
H 1.28 7.06 -3.26
H 1.36 6.62 -1.60
H -0.80 5.11 -1.94
H -0.69 4.14 -3.42
H -0.61 5.90 -3.56
C 0.34 -0.49 -4.74
O 1.47 -0.60 -5.66
C 2.59 0.06 -5.17
C 3.89 -0.56 -5.71
N 5.01 -0.01 -5.04
C 5.47 -0.76 -3.90
C 6.57 -0.01 -3.02
O 6.05 1.04 -2.20
C 5.67 2.20 -2.94
H 0.22 0.53 -4.39
H 0.62 -1.14 -3.84
H -0.55 -0.83 -5.22
H 2.56 0.23 -4.08
H 2.60 1.15 -5.41
H 3.90 -0.43 -6.78
H 3.87 -1.67 -5.55
H 5.74 0.18 -5.73
H 6.07 -1.58 -4.23
H 4.57 -1.01 -3.27
H 7.34 0.31 -3.76
H 6.97 -0.77 -2.33
H 6.32 2.44 -3.77
H 5.74 3.06 -2.36
H 4.72 2.04 -3.42
C -4.12 9.23 1.95
O -3.32 8.13 1.53
C -2.27 7.87 2.51
C -1.43 6.79 1.90
N -0.28 6.47 2.82
C 0.92 7.26 2.47
C 1.99 7.04 3.49
O 2.24 5.61 3.53
C 2.74 5.19 4.85
H -4.65 9.57 1.07
H -3.56 10.09 2.27
H -4.84 9.03 2.77
H -2.65 7.49 3.40
H -1.68 8.80 2.80
H -1.02 7.23 0.90
H -2.03 5.92 1.78
H 0.00 5.51 2.83
H 0.53 8.27 2.56
H 1.26 7.12 1.45
H 1.71 7.39 4.47
H 3.00 7.53 3.27
H 3.86 5.28 4.75
H 2.48 4.15 4.98
H 2.31 5.85 5.61
C 1.36 1.18 4.80
O -0.01 0.86 4.87
C -0.73 1.32 3.72
C -0.70 2.85 3.54
N -1.04 3.65 4.69
C -2.28 3.50 5.37
C -2.71 4.65 6.25
O -3.06 5.69 5.37
C -3.50 6.89 5.97
H 1.71 1.11 3.76
H 1.93 0.55 5.49
H 1.38 2.20 5.21
H -1.85 1.15 3.81
H -0.32 0.86 2.84
H -1.41 3.01 2.75
H 0.32 3.00 3.14
H -1.01 4.61 4.35
H -2.33 2.62 6.02
H -3.09 3.33 4.70
H -1.91 5.08 6.91
H -3.66 4.31 6.76
H -4.21 6.60 6.70
H -3.74 7.53 5.16
H -2.70 7.39 6.48
C -0.33 -3.39 -0.43
O -1.20 -2.41 -1.02
C -2.07 -1.79 0.01
C -2.20 -0.30 -0.28
N -0.97 0.40 -0.04
C -1.12 1.78 -0.41
C 0.16 2.45 -0.32
O 1.04 1.93 -1.28
C 2.38 2.43 -1.24
H 0.42 -3.74 -1.15
H -0.85 -4.23 0.01
H 0.23 -2.98 0.42
H -1.57 -1.98 0.93
H -3.00 -2.30 0.02
H -2.97 0.25 0.30
H -2.52 -0.21 -1.34
H -0.35 0.00 -0.77
H -1.72 2.26 0.37
H -1.66 1.85 -1.38
H 0.61 2.21 0.63
H 0.10 3.53 -0.54
H 2.94 1.95 -0.44
H 2.51 3.52 -1.11
H 2.80 2.22 -2.27
C -2.42 1.95 -4.15
C -3.43 1.86 -5.31
C -3.45 3.26 -5.98
O -2.05 3.57 -6.30
C -1.99 4.85 -6.88
N -3.07 0.78 -6.25
H -1.48 2.23 -4.58
H -2.28 1.05 -3.57
H -2.80 2.80 -3.50
H -4.46 1.68 -4.96
H -3.89 3.97 -5.18
H -3.98 3.34 -6.93
H -2.54 5.62 -6.36
H -2.35 4.86 -7.95
H -0.90 5.18 -6.86
H -2.18 0.99 -6.67
H -3.76 0.68 -6.99
C -5.57 -10.50 0.15
C -6.62 -9.46 0.37
C -6.06 -8.11 0.03
O -4.82 -7.89 0.64
C -4.15 -6.85 -0.01
N -7.72 -9.72 -0.50
H -5.82 -11.50 0.39
H -4.67 -10.27 0.78
H -5.06 -10.55 -0.83
H -7.04 -9.49 1.41
H -6.71 -7.29 0.33
H -5.88 -8.11 -1.04
H -4.64 -5.90 -0.13
H -3.91 -7.24 -0.98
H -3.22 -6.65 0.52
H -7.45 -9.65 -1.48
H -8.60 -9.30 -0.32
C 3.47 -7.09 -1.11
C 3.83 -6.26 -2.34
C 2.47 -6.01 -3.03
O 2.64 -5.12 -4.18
C 1.70 -4.06 -4.33
N 4.46 -5.05 -1.96
H 3.23 -8.13 -1.31
H 2.64 -6.69 -0.46
H 4.27 -7.22 -0.43
H 4.47 -6.88 -2.94
H 1.85 -5.48 -2.32
H 1.94 -6.92 -3.28
H 0.64 -4.38 -4.36
H 1.96 -3.54 -5.24
H 1.77 -3.26 -3.51
H 4.45 -4.40 -2.75
H 4.13 -4.57 -1.15
C -4.78 2.10 2.33
C -4.76 3.66 2.54
C -5.01 4.56 1.29
O -4.12 4.14 0.27
C -4.03 4.96 -0.82
N -5.63 4.12 3.60
H -5.78 1.71 2.24
H -4.30 1.63 3.28
H -4.25 1.82 1.46
H -3.76 3.89 2.74
H -4.77 5.60 1.63
H -6.03 4.58 0.94
H -4.35 5.99 -0.61
H -4.60 4.52 -1.63
H -3.01 5.05 -1.15
H -5.20 4.62 4.40
H -6.28 3.42 3.89
C -5.00 -4.55 5.22
C -4.60 -5.39 3.97
C -3.95 -6.75 4.31
O -2.64 -6.54 4.96
C -2.43 -7.49 6.02
N -5.67 -5.65 3.06
H -4.11 -4.05 5.70
H -5.65 -5.09 5.95
H -5.71 -3.76 4.97
H -3.79 -4.81 3.45
H -3.80 -7.28 3.33
H -4.72 -7.34 4.92
H -1.30 -7.53 6.11
H -2.74 -8.50 5.68
H -2.92 -7.13 6.92
H -5.42 -6.37 2.40
H -6.03 -4.85 2.66
C -2.77 -4.45 -3.50
C -2.81 -3.20 -4.37
C -3.10 -3.56 -5.85
O -2.11 -4.50 -6.20
C -1.98 -4.60 -7.61
N -3.74 -2.20 -3.95
H -2.14 -5.24 -3.94
H -3.79 -4.81 -3.36
H -2.40 -4.22 -2.44
H -1.75 -2.91 -4.34
H -2.97 -2.71 -6.54
H -4.13 -3.94 -6.06
H -1.10 -5.27 -7.63
H -1.72 -3.65 -8.10
H -2.92 -5.02 -7.98
H -3.58 -1.95 -2.99
H -3.47 -1.39 -4.54
C 5.71 1.24 3.05
C 5.88 1.69 1.62
C 6.39 3.16 1.64
O 5.41 4.09 2.20
C 4.38 4.32 1.28
N 7.05 1.03 0.90
H 6.29 1.81 3.84
H 5.83 0.18 3.21
H 4.68 1.52 3.29
H 4.93 1.47 1.12
H 6.70 3.57 0.64
H 7.23 3.07 2.27
H 3.87 3.43 0.95
H 4.86 4.76 0.43
H 3.75 5.03 1.72
H 6.98 1.24 -0.09
H 7.05 0.03 1.02
C -7.18 -3.20 0.21
C -5.98 -2.33 0.00
C -6.31 -1.39 -1.26
O -5.19 -0.49 -1.36
C -5.25 0.43 -2.41
N -5.54 -1.63 1.19
H -7.03 -4.14 0.73
H -7.69 -3.37 -0.76
H -7.92 -2.61 0.74
H -5.11 -2.90 -0.29
H -7.27 -0.88 -1.21
H -6.34 -2.11 -2.03
H -4.36 1.05 -2.40
H -6.15 1.00 -2.36
H -5.21 -0.12 -3.33
H -4.94 -0.85 1.01
H -6.27 -1.35 1.85
C 2.48 -1.52 -1.18
C 2.57 -1.63 0.34
C 4.06 -1.67 0.71
O 4.52 -2.97 0.43
C 5.85 -3.11 0.91
N 1.94 -0.46 0.93
H 1.43 -1.28 -1.46
H 2.77 -2.41 -1.77
H 3.03 -0.70 -1.60
H 2.11 -2.52 0.67
H 4.23 -1.42 1.74
H 4.61 -1.02 0.05
H 6.36 -3.96 0.43
H 5.90 -3.26 2.07
H 6.44 -2.23 0.62
H 0.94 -0.33 0.71
H 2.15 -0.17 1.93
*
```

## Properties
HOMO ... -8.55 eV



Decreasing stability: one), two)